Entry 1:
Molecular formula: C55H73AsBBrN8O3S4Sc
Method: DFT, wB97M-V/def2-TZVPD

Last column: Mulliken charge in e.
Element x y z (Å)
Sc 0.636 0.068 0.213  -0.55
O 4.462 -0.907 -1.888  -0.78
C 4.973 -1.825 -1.032  0.46
C 6.301 -2.195 -1.187  -0.64
C 6.856 -3.147 -0.345  -0.46
C 6.096 -3.726 0.663  -1.03
C 4.772 -3.337 0.813  -0.60
C 4.193 -2.395 -0.028  0.26
C 2.733 -2.056 0.127  0.63
O 2.457 -0.707 -0.061  1.29
N 1.951 -2.818 -0.876  -0.05
N 0.980 -2.169 -1.502  0.06
C 0.147 -2.760 -2.263  -0.77
C -0.784 -1.936 -3.033  0.47
Br -0.243 -0.119 -3.149  -0.07
C -1.886 -2.357 -3.639  -0.87
C -2.363 -3.753 -3.487  -0.26
C -2.645 -4.260 -2.220  0.55
C -3.088 -5.567 -2.073  -0.57
C -3.260 -6.375 -3.188  -0.55
C -2.984 -5.872 -4.454  -0.66
C -2.540 -4.568 -4.603  -0.49
H 3.587 -0.646 -1.545  -0.08
H 6.880 -1.734 -1.976  0.48
H 7.892 -3.431 -0.474  0.41
H 6.529 -4.464 1.325  0.47
H 4.170 -3.767 1.607  0.50
H 2.416 -2.380 1.126  -0.28
H 1.904 -3.827 -0.786  0.40
H 0.113 -3.841 -2.395  0.55
H -2.477 -1.672 -4.234  0.48
H -2.509 -3.617 -1.356  0.37
H -3.306 -5.955 -1.086  0.41
H -3.609 -7.392 -3.074  0.41
H -3.113 -6.499 -5.326  0.39
H -2.321 -4.178 -5.589  0.47
C -4.597 3.170 -3.339  -1.75
C -3.367 2.258 -3.388  1.05
C -3.409 1.378 -4.634  -1.48
C -2.125 3.137 -3.441  -1.68
N -3.451 1.373 -2.168  1.26
C -4.596 0.607 -2.000  -0.88
C -4.647 0.227 -0.715  -1.41
N -3.539 0.743 -0.074  0.32
B -3.524 0.798 1.476  -0.10
N -2.931 2.102 2.076  0.60
C -3.765 3.177 2.308  -1.76
C -3.063 4.119 2.961  -0.42
N -1.781 3.623 3.138  0.88
C -1.710 2.399 2.555  -1.54
S -0.358 1.343 2.524  0.89
C -0.702 4.329 3.902  1.46
C 0.466 4.630 2.975  -1.29
C -1.251 5.647 4.440  -2.45
C -0.281 3.459 5.086  -1.40
N -2.977 -0.481 2.199  0.70
C -3.518 -0.828 3.419  -1.56
C -3.102 -2.069 3.726  -0.71
N -2.279 -2.495 2.693  0.95
C -2.216 -1.500 1.770  -1.17
S -1.419 -1.575 0.250  0.95
C -1.803 -3.922 2.614  1.67
C -1.542 -4.399 4.045  -2.02
C -2.927 -4.732 1.976  -1.71
C -0.513 -4.100 1.809  -1.70
C -2.785 1.404 -0.977  -1.27
S -1.245 2.072 -0.616  0.37
H -4.534 3.908 -4.138  0.48
H -4.638 3.698 -2.386  0.32
H -5.526 2.615 -3.469  0.41
H -3.466 2.021 -5.513  0.52
H -4.278 0.720 -4.655  0.39
H -2.506 0.777 -4.711  0.17
H -2.208 3.730 -4.354  0.73
H -1.208 2.559 -3.485  -0.01
H -2.062 3.814 -2.593  0.41
H -5.288 0.427 -2.799  0.71
H -5.386 -0.350 -0.191  0.75
H -4.691 0.835 1.783  -0.22
H -4.796 3.161 2.008  0.70
H -3.378 5.070 3.338  0.66
H 0.152 5.315 2.186  0.51
H 0.852 3.719 2.522  -0.29
H 1.264 5.105 3.547  0.53
H -1.555 6.324 3.641  0.53
H -0.451 6.134 4.997  0.43
H -2.086 5.497 5.124  0.51
H 0.177 2.525 4.765  -0.03
H -1.144 3.225 5.711  0.42
H 0.438 4.016 5.688  0.56
H -4.172 -0.164 3.953  0.73
H -3.328 -2.681 4.577  0.64
H -2.453 -4.488 4.634  0.57
H -0.850 -3.737 4.567  0.30
H -1.096 -5.391 4.002  0.50
H -3.834 -4.695 2.581  0.37
H -2.621 -5.774 1.875  0.50
H -3.152 -4.342 0.981  0.11
H 0.214 -3.319 2.025  0.24
H -0.690 -4.089 0.738  0.14
H -0.097 -5.072 2.084  0.69
C 1.065 4.437 -1.938  -1.70
C 1.591 4.215 -0.523  -0.17
As 2.202 2.400 -0.212  1.00
C 3.323 2.558 1.381  -0.03
C 4.256 3.763 1.409  -1.55
C 3.582 2.208 -1.579  -1.14
C 3.067 1.657 -2.905  -1.00
H 0.628 5.433 -2.024  0.43
H 0.289 3.714 -2.193  0.47
H 1.858 4.367 -2.682  0.36
H 0.810 4.426 0.204  -0.13
H 2.441 4.863 -0.308  0.81
H 3.885 1.621 1.408  0.46
H 2.656 2.552 2.248  -0.06
H 4.801 3.891 0.473  0.32
H 5.001 3.646 2.198  0.42
H 3.715 4.688 1.609  0.32
H 4.342 1.545 -1.162  0.70
H 4.036 3.193 -1.709  0.66
H 2.549 0.707 -2.773  -0.14
H 3.893 1.480 -3.593  0.45
H 2.365 2.337 -3.389  0.21
O 1.158 -0.907 2.270  0.87
S 2.161 -0.382 3.291  0.27
C 1.294 -0.227 4.842  0.43
C 0.038 -0.781 5.005  0.50
C -0.583 -0.649 6.236  -0.74
C 0.046 0.031 7.273  -0.88
C 1.301 0.594 7.081  -0.94
C 1.933 0.474 5.850  -0.61
C 3.174 -1.777 3.740  0.72
C 4.516 -1.537 3.984  -0.40
C 5.325 -2.592 4.385  -0.91
C 4.786 -3.861 4.529  -0.68
C 3.437 -4.086 4.274  -0.86
C 2.620 -3.042 3.873  0.01
H -0.453 -1.260 4.169  0.50
H -1.573 -1.065 6.384  0.51
H -0.448 0.134 8.229  0.45
H 1.785 1.134 7.882  0.46
H 2.906 0.921 5.686  0.49
H 4.933 -0.547 3.845  0.48
H 6.377 -2.423 4.569  0.48
H 5.420 -4.681 4.837  0.43
H 3.022 -5.078 4.389  0.49
H 1.569 -3.199 3.680  0.09

Values from the calculation:
* HOMO level: -9.6 eV
* ΔE to the lowest compared entry with this formula, charge and spin: 60.16 kJ/mol
* net charge: +1
* HOMO-LUMO gap: 7.85 eV
* E: -9991.57679 Ha



Entry 2:
Molecular formula: C2H11NO4
Method: DFT, wB97M-V/def2-TZVPD

Last column: Mulliken charge in e.
Element x y z (Å)
N 1.108 0.163 0.823  -0.59
C -0.140 0.869 0.665  -0.14
C -0.382 2.058 1.556  -0.04
O 0.550 2.755 1.893  -0.48
H 0.982 -0.558 1.542  0.27
H 1.758 0.740 1.369  0.27
H -0.981 0.172 0.619  0.19
H -0.219 1.226 -0.372  0.20
H -1.383 2.310 1.947  0.36
O 0.065 -2.679 -1.291  -0.65
H 0.624 -3.369 -1.668  0.31
H 0.722 -2.013 -1.032  0.32
O 0.279 0.546 -3.698  -0.63
H -0.537 0.053 -3.530  0.32
H 0.953 -0.125 -3.508  0.31
O -1.360 -2.108 1.137  -0.63
H -0.919 -2.937 1.375  0.30
H -1.382 -2.192 0.166  0.33

Values from the calculation:
* HOMO level: -9.6 eV
* ΔE to the lowest compared entry with this formula, charge and spin: 188.95 kJ/mol
* HOMO-LUMO gap: 9.85 eV
* E: -438.48553 Ha



Entry 3:
Molecular formula: C3H7NO
Method: DFT, wB97M-V/def2-TZVPD

Last column: Mulliken charge in e.
Element x y z (Å)
C 1.321 -0.211 1.394  -0.92
C 0.335 -0.184 0.492  0.72
N -0.084 -1.295 -0.256  -0.52
O -0.309 0.982 0.222  -0.37
C -0.908 1.146 -1.054  -0.67
H 1.719 -1.157 1.742  0.22
H 1.724 0.706 1.801  0.26
H 0.485 -2.105 -0.048  0.22
H -1.068 -1.518 -0.153  0.22
H -0.262 0.781 -1.858  0.34
H -1.877 0.635 -1.115  0.26
H -1.074 2.220 -1.167  0.23

Values from the calculation:
* HOMO level: -8.2 eV
* ΔE to the lowest compared entry with this formula, charge and spin: 160.03 kJ/mol
* HOMO-LUMO gap: 9.19 eV
* E: -248.46554 Ha



Entry 4:
Molecular formula: C9H14O
Method: DFT, wB97M-V/def2-TZVPD

Last column: Mulliken charge in e.
Element x y z (Å)
C 0.674 2.267 2.056  -1.35
C -0.147 1.682 0.920  0.45
C -0.563 0.345 0.889  -0.45
C -1.496 -0.030 -0.049  -0.50
C -1.934 0.885 -1.012  0.62
O -2.913 0.416 -1.855  -0.53
C -1.357 2.124 -1.135  -0.63
C -0.586 2.559 -0.048  -0.57
H 0.050 2.979 2.582  0.32
H 1.602 2.652 1.601  0.34
H 1.248 1.526 2.625  0.36
H -0.132 -0.359 1.594  0.38
H -1.811 -1.050 -0.202  0.50
H -3.305 1.147 -2.339  0.31
H -1.524 2.793 -1.968  0.35
H -0.280 3.589 0.025  0.39
C 1.246 -2.293 -0.234  -0.62
C 1.800 -3.625 -0.730  -1.06
H 0.242 -2.137 -0.605  0.16
H 1.324 -2.235 0.858  0.28
H 1.874 -1.430 -0.486  0.32
H 2.799 -3.801 -0.320  0.31
H 1.995 -3.560 -1.803  0.31
H 1.194 -4.445 -0.363  0.31

Values from the calculation:
* HOMO level: -8.4 eV
* ΔE to the lowest compared entry with this formula, charge and spin: 77.95 kJ/mol
* HOMO-LUMO gap: 9.25 eV
* E: -426.54309 Ha



Entry 5:
Molecular formula: C7H17N
Method: DFT, wB97M-V/def2-TZVPD

Last column: Mulliken charge in e.
Element x y z (Å)
C -2.422 0.031 3.705  -0.28
N -1.687 -0.194 2.708  -0.38
C -1.110 0.968 2.042  -0.29
C -1.740 1.183 0.682  -1.06
H -2.557 1.015 4.167  0.23
H -2.970 -0.801 4.144  0.26
H -1.179 1.880 2.651  0.38
H -0.043 0.761 1.922  0.20
H -1.188 1.974 0.168  0.29
H -1.752 0.289 0.064  0.28
H -2.754 1.579 0.776  0.36
C 1.509 -1.604 0.044  -0.84
C 1.889 -1.129 -1.365  -0.49
C 0.832 -0.225 -1.985  0.04
C 1.279 0.393 -3.306  -1.41
H 1.165 -0.762 0.645  -0.02
H 2.393 -2.008 0.537  0.38
H 0.730 -2.362 -0.020  0.32
H 2.102 -1.978 -2.016  0.32
H 2.804 -0.535 -1.263  0.30
H 0.608 0.591 -1.293  0.05
H -0.094 -0.794 -2.113  0.34
H 2.206 0.948 -3.149  0.33
H 0.542 1.122 -3.649  0.37
H 1.436 -0.342 -4.095  0.34

Values from the calculation:
* HOMO level: -9.8 eV
* ΔE to the lowest compared entry with this formula, charge and spin: 112.43 kJ/mol
* HOMO-LUMO gap: 10.90 eV
* E: -331.62808 Ha



Entry 6:
Molecular formula: CH4N2O2
Method: DFT, wB97M-V/def2-TZVPD

Last column: Mulliken spin population.
Element x y z (Å)
C -0.209 0.813 0.028  -0.02
N 0.901 -0.168 0.057  0.31
N 1.000 -1.425 0.175  0.74
O -1.338 0.226 0.470  0.22
O -1.920 -0.501 -0.542  0.75
H 0.085 1.617 0.587  0.01
H -0.353 1.089 -1.093  0.02
H 1.787 0.319 0.404  -0.01
H 0.046 -1.970 -0.085  -0.02

Values from the calculation:
* HOMO level (alpha / beta): -7.2 / -10.1 eV
* ΔE to the lowest compared entry with this formula, charge and spin: 288.44 kJ/mol
* multiplicity: 3
* HOMO-LUMO gap (alpha / beta): 8.03 / 8.45 eV
* E: -300.23568 Ha
* ⟨S²⟩: 2.008



- Among the records above, which one has the lowest ΔE to the lowest compared entry with this formula, charge and spin?
  C55H73AsBBrN8O3S4Sc



- The highest E belongs to which entry?
  C3H7NO



- ΔE to the lowest compared entry with this formula, charge and spin of number 3 (C3H7NO)?
  160.03 kJ/mol



Copy entry 5 word for word.
Molecular formula: C7H17N
Method: DFT, wB97M-V/def2-TZVPD

Last column: Mulliken charge in e.
Element x y z (Å)
C -2.422 0.031 3.705  -0.28
N -1.687 -0.194 2.708  -0.38
C -1.110 0.968 2.042  -0.29
C -1.740 1.183 0.682  -1.06
H -2.557 1.015 4.167  0.23
H -2.970 -0.801 4.144  0.26
H -1.179 1.880 2.651  0.38
H -0.043 0.761 1.922  0.20
H -1.188 1.974 0.168  0.29
H -1.752 0.289 0.064  0.28
H -2.754 1.579 0.776  0.36
C 1.509 -1.604 0.044  -0.84
C 1.889 -1.129 -1.365  -0.49
C 0.832 -0.225 -1.985  0.04
C 1.279 0.393 -3.306  -1.41
H 1.165 -0.762 0.645  -0.02
H 2.393 -2.008 0.537  0.38
H 0.730 -2.362 -0.020  0.32
H 2.102 -1.978 -2.016  0.32
H 2.804 -0.535 -1.263  0.30
H 0.608 0.591 -1.293  0.05
H -0.094 -0.794 -2.113  0.34
H 2.206 0.948 -3.149  0.33
H 0.542 1.122 -3.649  0.37
H 1.436 -0.342 -4.095  0.34

Values from the calculation:
* HOMO level: -9.8 eV
* ΔE to the lowest compared entry with this formula, charge and spin: 112.43 kJ/mol
* HOMO-LUMO gap: 10.90 eV
* E: -331.62808 Ha